The following is a DFT calculation (ωB97M-V with the def2-TZVPD basis set) of a gas-phase ion, C2H5F3N (charge +1) at a distorted geometry.

Summary:
HOMO level = -17.6 eV
LUMO level = -6.814 eV
strongest force on any atom = 4.632 eV Å⁻¹
total charge = +1
ΔE to the lowest compared entry with this formula, charge and spin = 29.6 kJ/mol
SMILES = CC[N+](F)(F)F
frontier orbital gap = 10.8228 eV

Each line ends with the natural charge from an NBO analysis.
Cartesian coordinates (Å):
C -0.32 -0.40 0.32  -0.66
C 0.75 0.51 -0.34  -0.32
N 2.07 0.09 0.02  0.80
F 2.35 -1.28 -0.57  -0.13
F 2.26 -0.01 1.34  -0.06
F 2.90 0.86 -0.47  -0.02
H -1.23 -0.32 -0.28  0.28
H -0.04 -1.49 0.26  0.26
H -0.38 -0.38 1.40  0.26
H 0.60 1.70 -0.15  0.32
H 0.73 0.44 -1.47  0.29